(1)
The following is a quantum chemistry calculation of one molecule with the formula C19H32N2O5, from the Open Molecules 2025 dataset.

```
58
C19H32N2O5 (ωB97M-V/def2-TZVPD)
C -0.22955 2.65827 -0.36789
C -0.24027 2.94460 -1.85662
O 0.88967 2.36705 -2.50601
C 0.71283 1.02419 -2.87396
C 0.44428 0.66749 -4.34996
C 1.42916 -0.51621 -4.17902
C 2.00880 0.19957 -2.94675
C 2.33224 -0.58536 -1.70187
O 2.35200 -1.80681 -1.65487
N 2.51808 0.19219 -0.61023
C 2.65444 -0.34960 0.72579
C 1.51737 -1.29990 1.14180
C 1.14291 -0.90746 2.60335
C -0.22710 -0.24088 2.61374
O -0.38806 0.95984 2.73621
N -1.27126 -1.10650 2.45672
C -2.60773 -0.63063 2.21474
C -2.86179 0.00657 0.86542
C -2.73680 -0.95026 -0.30563
O -1.36895 -1.12701 -0.62497
C -1.17388 -2.07101 -1.65880
C -3.69968 -1.44753 2.84442
C -3.33303 -0.10087 3.41023
C 2.24149 0.05569 3.05268
C 2.62821 0.77053 1.76581
O 3.81085 1.54404 1.81518
H -1.10807 3.08478 0.11958
H -0.22564 1.58399 -0.17237
H 0.65647 3.09552 0.09510
H -1.16243 2.57814 -2.32225
H -0.18184 4.01690 -2.04490
H -0.00745 0.53132 -2.20953
H -0.58022 0.44943 -4.64900
H 0.85833 1.44192 -4.99614
H 0.93294 -1.44097 -3.88913
H 2.11193 -0.72413 -4.99869
H 2.83415 0.86278 -3.21569
H 2.47778 1.19442 -0.72118
H 3.61505 -0.87380 0.80609
H 0.66517 -1.17618 0.47383
H 1.83262 -2.33822 1.06685
H 1.09098 -1.78971 3.24360
H -1.04754 -2.03592 2.13751
H -3.87648 0.41284 0.87051
H -2.18069 0.84741 0.72442
H -3.19230 -1.92126 -0.06224
H -3.26477 -0.55168 -1.18287
H -0.10057 -2.20137 -1.78932
H -1.62446 -3.03620 -1.39975
H -1.62053 -1.72227 -2.59856
H -4.62928 -1.53949 2.29860
H -3.41067 -2.32443 3.40721
H -2.78480 -0.07532 4.34020
H -4.01277 0.72514 3.25436
H 1.91160 0.74836 3.82373
H 3.10220 -0.50859 3.42742
H 1.83037 1.47268 1.51222
H 4.54668 0.96394 2.04083
```

Computed properties:
Frontier orbital gap (eV): 10.0541
E_HOMO (eV): -9.33

Mulliken atomic charge list, values in e, 8 entries: C -0.3975; C -0.5007; O -0.4466; C 0.8344; C -0.9652; C -0.6563; C -0.1440; C -0.0580

***

(2)
The following is a quantum chemistry calculation of a 2-piece molecular cluster, C3H13N2O overall in a non-equilibrium geometry, from the Open Molecules 2025 dataset.

```
19
C3H13N2O (ωB97M-V/def2-TZVPD)
N 1.08239 0.92269 -2.04763
C 0.07781 -0.11833 -2.05173
C -0.48671 -0.49627 -0.64251
N 0.70080 -0.65244 0.29416
C 0.40450 -1.29302 1.58793
H 1.77440 0.81316 -2.80809
H 0.72674 1.87332 -2.24032
H 1.07665 0.27202 0.45342
H -0.77245 0.36769 -2.56787
H 0.40517 -0.98816 -2.57701
H -1.10417 0.35642 -0.36400
H -1.02346 -1.43245 -0.56146
H 1.44857 -1.14163 -0.19831
H 1.31900 -1.75742 1.94897
H -0.34795 -2.08014 1.58037
H 0.09505 -0.62493 2.38938
H -1.23176 2.05206 3.11136
H -2.50202 2.18196 2.40687
O -1.64256 1.74547 2.28648
```

Computed properties:
Net charge: +2
Frontier orbital gap (spin up / spin down) (eV): 10.1443 / 4.0550
Multiplicity: 2
E_HOMO (spin up / spin down) (eV): -17.86 / -17.86

Mulliken atomic charge list, values in e, 8 entries: N -0.1409; C -0.4936; C -0.5036; N -0.2013; C -0.8312; H 0.3601; H 0.3616; H 0.3970

***

(3)
The following is a quantum chemistry calculation of one molecule with the formula HPS5 in a non-equilibrium geometry, from the Open Molecules 2025 dataset.

```
7
HPS5 (ωB97M-V/def2-TZVPD)
P 0.23816 -1.64725 -0.76578
S 1.19512 2.90919 -1.31454
S -1.30477 -1.51150 0.62279
S 1.27688 1.26873 -0.31920
S -0.10280 -0.52198 2.06151
S -0.35302 1.28114 1.26337
H -0.94957 -1.77831 -1.54815
```

Computed properties:
Frontier orbital gap (spin up / spin down) (eV): 7.2089 / 6.1784
E_HOMO (spin up / spin down) (eV): -8.61 / -8.04

Want to see where the charge sits? The Mulliken charges in e are: P 0.0938; S -0.1789; S -0.0477; S 0.1299; S -0.0684; S 0.0206; H 0.0508

***

(4)
The following is a quantum chemistry calculation of C18H32LuN6O4Si2 as an isolated structure in a non-equilibrium geometry, from the Open Molecules 2025 dataset.

```
63
C18H32LuN6O4Si2 (ωB97M-V/def2-TZVPD)
Lu -0.19443 0.35432 -0.96308
N 1.80390 -0.59444 0.22063
C 3.20293 -0.18785 -0.00534
C 3.39406 -0.07281 -1.50863
O 4.01020 -0.89905 -2.15999
N 2.69770 0.96975 -2.02855
C 2.54750 1.19499 -3.44296
C 1.08483 1.34972 -3.87712
O 0.84065 1.82649 -4.97209
O 0.20730 0.97435 -3.00519
H 1.56322 -0.57256 1.20634
H 1.68009 -1.55760 -0.08208
H 3.92098 -0.91246 0.38138
H 3.34925 0.78467 0.46227
H 2.95845 0.33388 -3.97143
H 3.10420 2.07325 -3.77656
C -3.07719 0.21046 2.02515
Si -1.33803 -0.39994 1.53691
C -0.29849 -0.05942 3.11654
C -1.51910 -2.31357 1.56794
C -1.98263 -2.92760 2.74500
C -2.14560 -4.29721 2.85180
C -1.84356 -5.10679 1.76214
C -1.38737 -4.52336 0.59317
C -1.21461 -3.13383 0.46297
Si -0.55533 -2.45626 -1.21007
C 1.01176 -3.53175 -1.49445
C -1.79934 -3.12598 -2.48821
H -3.34728 -0.12162 3.03527
H -3.82332 -0.19755 1.33647
H -3.15557 1.29866 1.98019
H -0.85413 -0.33791 4.02013
H -0.02494 0.99613 3.20518
H 0.62967 -0.64127 3.13218
H -2.22508 -2.30876 3.60509
H -2.50643 -4.73438 3.77696
H -1.96270 -6.18299 1.82727
H -1.15230 -5.16998 -0.24831
H 0.73771 -4.53442 -1.84373
H 1.56473 -3.67807 -0.55933
H 1.70334 -3.10571 -2.22514
H -1.90738 -4.21270 -2.39203
H -1.47663 -2.90307 -3.50829
H -2.78933 -2.68129 -2.35337
C 1.56990 5.41960 1.66032
N 0.76097 4.60597 0.79810
C -0.66928 4.55899 0.94354
C -1.01321 3.28970 0.18193
O -2.16613 2.93752 -0.04432
N 0.12338 2.64902 -0.16960
C 1.19705 3.41141 0.24193
N 2.41556 3.02560 0.07751
H 1.20614 6.44825 1.64729
H 2.60157 5.44677 1.31335
H 1.56706 5.06550 2.69978
H -1.17941 5.41881 0.50472
H -0.99048 4.45076 1.98702
H 2.52731 1.74629 -1.38090
H 3.06695 3.72526 0.41573
N -2.39708 0.65473 -1.82421
H -3.07318 -0.07745 -1.65309
H -2.31768 0.83659 -2.81765
H -2.66115 1.50222 -1.31644
```

Computed properties:
Net charge: -1
Frontier orbital gap (eV): 6.1291
E_HOMO (eV): -3.64

Mulliken atomic charge list, values in e, 8 entries: Lu 2.1892; N -0.2838; C -0.8082; C 0.6628; O -0.6808; N 0.1100; C -0.5406; C 0.4501

***

(5)
The following is a quantum chemistry calculation of an isolated ion of composition C6H9N2 and charge +1 in a non-equilibrium geometry, from the Open Molecules 2025 dataset.

```
17
C6H9N2 (ωB97M-V/def2-TZVPD)
C -1.60909 -1.28505 -0.94192
C -1.06417 -1.55340 0.19090
C 0.40193 -1.56040 0.45975
C 1.17471 -0.51460 0.75393
C 1.00615 0.94750 0.36282
N 2.20244 1.61445 0.28627
C -0.19315 1.30642 0.12028
N -1.36029 1.73385 -0.00675
H -2.61234 -1.60090 -1.08346
H -1.02985 -0.67317 -1.64283
H -1.54309 -2.15619 0.90823
H 0.70741 -2.64774 0.51001
H 2.18932 -0.57065 0.82122
H 3.01809 1.13232 0.18528
H 2.24053 2.53964 -0.27087
H -2.01710 1.41911 -0.83914
H -1.87428 2.33931 0.65790
```

Computed properties:
Net charge: +1
Frontier orbital gap (eV): 9.1569
E_HOMO (eV): -13.43

Mulliken atomic charge list, values in e, 8 entries: C -1.0748; C -0.2678; C -0.1838; C -0.6514; C 0.8356; N -0.4914; C 0.0247; N -0.2622